(1)
54
Properties=species:S:1:pos:R:3:nbo_charge:R:1 method="wB97M-V/def2-TZVPD" homo_lumo_gap_ha="0.277 / 0.210" total_charge=+1 total_energy_ev=-76423.24565 multiplicity=5 relative_energy_kj_mol=58.3 homo_energy_ev="-10.549 / -10.538"
Co 0.09 0.80 -0.70 1.71
C -1.59 2.86 0.56 -0.24
C -1.63 1.83 1.68 -0.23
N -1.12 0.52 1.21 -0.64
C -0.31 -0.19 2.21 -0.27
C 1.13 0.25 2.08 0.23
C 2.05 0.23 3.11 -0.24
C 3.35 0.64 2.85 -0.11
C 3.70 1.06 1.58 -0.24
C 2.73 1.05 0.59 0.24
C 3.00 1.41 -0.85 -0.27
N 1.78 1.95 -1.49 -0.64
C 1.58 3.41 -1.39 -0.24
C 0.12 3.69 -1.10 -0.23
N -0.23 2.82 0.02 -0.65
N 1.48 0.66 0.86 -0.55
H -1.86 3.85 0.94 0.21
H -2.28 2.60 -0.24 0.24
H -2.64 1.75 2.09 0.23
H -0.98 2.17 2.49 0.20
H -1.90 -0.06 0.91 0.41
H -0.37 -1.26 2.00 0.25
H -0.68 -0.04 3.23 0.22
H 1.75 -0.09 4.10 0.24
H 4.09 0.63 3.64 0.24
H 4.71 1.39 1.35 0.24
H 3.26 0.50 -1.38 0.27
H 3.83 2.11 -0.93 0.22
H 1.78 1.64 -2.46 0.43
H 1.90 3.91 -2.31 0.23
H 2.20 3.79 -0.58 0.20
H -0.52 3.43 -1.95 0.22
H -0.04 4.75 -0.87 0.21
H 0.42 2.99 0.78 0.38
O 0.99 -1.49 -3.59 -0.57
C 0.65 -1.49 -2.44 0.78
O 1.06 -0.50 -1.61 -0.86
C -0.32 -2.45 -1.86 -0.20
C -1.14 -3.18 -2.70 -0.14
C -2.10 -4.06 -2.19 -0.24
C -2.19 -4.17 -0.83 0.25
O -3.03 -4.95 -0.10 -0.46
C -2.69 -4.75 1.27 0.23
O -1.64 -3.76 1.32 -0.50
C -1.36 -3.46 0.01 0.28
C -0.41 -2.60 -0.46 -0.28
H -1.03 -3.05 -3.77 0.25
H -2.76 -4.63 -2.84 0.24
H -2.32 -5.68 1.69 0.17
H -3.56 -4.38 1.81 0.17
H 0.28 -2.09 0.19 0.21
O -3.29 -0.82 -2.31 -0.50
C -2.41 -0.13 -1.97 0.84
N -1.52 0.60 -1.61 -0.95

(2)
45
Properties=species:S:1:pos:R:3:nbo_charge:R:1 method="wB97M-V/def2-TZVPD" homo_lumo_gap_ha=0.363 total_charge=0 total_energy_ev=-37481.30334 smiles="CCOC(=O)C1CCN(S(=O)(=O)c2ccc(C)c(C)c2)CC1" relative_energy_kj_mol=12.7 homo_energy_ev=-9.258
C 2.16 3.05 -3.57 -0.62
C 0.94 2.66 -2.75 -0.07
O 0.55 1.34 -3.11 -0.52
C -0.52 0.83 -2.49 0.81
O -1.15 1.45 -1.67 -0.60
C -0.82 -0.57 -2.98 -0.32
C 0.41 -1.48 -2.81 -0.39
C 0.68 -1.70 -1.32 -0.24
N -0.48 -2.30 -0.71 -0.67
S -0.22 -3.01 0.78 2.34
O -1.44 -3.63 1.17 -0.94
O 0.96 -3.81 0.65 -0.94
C 0.12 -1.62 1.86 -0.36
C 1.41 -1.15 1.98 -0.19
C 1.63 -0.02 2.75 -0.21
C 0.58 0.64 3.37 -0.01
C 0.85 1.87 4.19 -0.63
C -0.72 0.15 3.24 0.07
C -1.87 0.84 3.91 -0.65
C -0.94 -0.99 2.48 -0.21
C -1.66 -1.47 -0.79 -0.25
C -2.01 -1.18 -2.25 -0.40
H 2.97 2.36 -3.37 0.21
H 2.46 4.06 -3.32 0.22
H 1.92 3.00 -4.63 0.21
H 0.10 3.34 -2.94 0.19
H 1.16 2.69 -1.67 0.19
H -1.04 -0.48 -4.05 0.24
H 1.28 -1.02 -3.28 0.23
H 0.21 -2.44 -3.28 0.22
H 1.51 -2.40 -1.17 0.24
H 0.93 -0.74 -0.84 0.18
H 2.21 -1.68 1.50 0.24
H 2.64 0.36 2.86 0.21
H 1.91 2.12 4.18 0.22
H 0.29 2.72 3.80 0.22
H 0.54 1.72 5.22 0.22
H -1.97 1.86 3.54 0.22
H -2.80 0.31 3.72 0.22
H -1.71 0.89 4.99 0.22
H -1.93 -1.40 2.37 0.23
H -2.47 -2.03 -0.30 0.24
H -1.51 -0.52 -0.26 0.20
H -2.29 -2.11 -2.74 0.22
H -2.86 -0.50 -2.28 0.23

(3)
77
Properties=species:S:1:pos:R:3:mulliken_charge:R:1 method="wB97M-V/def2-TZVPD" homo_lumo_gap_ha="0.195 / 0.232" total_charge=0 total_energy_ev=-107080.81667 multiplicity=6 relative_energy_kj_mol=120.3 homo_energy_ev="-5.655 / -7.924"
Ru 0.12 0.27 -0.46 1.49
C 1.21 -1.52 3.29 -1.11
C 0.06 -1.26 4.08 -0.54
C -1.07 -0.77 3.49 -1.41
C -1.08 -0.53 2.10 0.92
N 0.07 -0.71 1.37 1.18
C 1.17 -1.22 1.96 -0.44
C -2.20 -0.14 1.33 0.09
C -3.54 -0.13 1.78 -1.15
C -4.55 0.15 0.92 -0.64
C -4.26 0.41 -0.44 -0.96
C -2.95 0.40 -0.84 -0.59
N -1.93 0.20 0.01 0.89
H 2.10 -1.95 3.72 0.48
H 0.07 -1.45 5.14 0.43
H -1.96 -0.57 4.07 0.40
H 2.00 -1.41 1.29 0.62
H -3.75 -0.38 2.81 0.40
H -5.58 0.15 1.26 0.41
H -5.04 0.60 -1.17 0.52
H -2.67 0.57 -1.86 0.30
Cl 6.38 1.18 3.62 -0.23
C 5.04 1.20 2.52 0.03
C 5.24 0.88 1.18 -0.60
C 4.18 0.89 0.31 0.67
Cl 4.46 0.52 -1.35 -0.20
C 2.86 1.20 0.71 -1.15
O 1.92 1.16 -0.21 0.72
C 2.69 1.55 2.08 1.95
C 1.43 1.94 2.70 -1.00
O 0.35 2.06 2.16 -0.39
C 3.78 1.53 2.96 -1.22
H 6.23 0.63 0.82 0.48
H 1.52 2.16 3.78 0.23
H 3.62 1.79 4.00 0.37
O 1.95 -3.39 -1.91 -0.70
C 1.04 -2.59 -1.77 -0.29
O 1.04 -1.62 -0.90 -0.22
C -0.19 -2.72 -2.64 0.17
C -1.45 -2.34 -2.18 -0.44
C -2.57 -2.40 -3.01 -1.33
C -2.37 -2.83 -4.30 1.27
O -3.28 -2.94 -5.31 -0.54
C -2.56 -3.42 -6.45 -0.37
O -1.20 -3.61 -6.06 -0.53
C -1.12 -3.23 -4.74 1.11
C -0.02 -3.22 -3.93 -1.34
H -1.55 -2.01 -1.16 0.89
H -3.55 -2.11 -2.66 0.52
H -2.61 -2.68 -7.25 0.28
H -2.98 -4.37 -6.76 0.30
H 0.96 -3.54 -4.27 0.46
N 1.46 3.21 -2.40 -0.44
C 0.89 4.39 -1.75 -0.91
C 0.42 4.07 -0.35 -0.48
N -0.62 3.04 -0.35 -0.23
H 1.78 3.42 -3.34 0.29
H 0.50 1.89 -2.24 -0.16
H 2.23 2.82 -1.88 -0.02
H 0.05 4.73 -2.35 0.37
H 1.60 5.23 -1.68 0.45
H 0.10 5.01 0.12 0.48
H 1.25 3.68 0.24 0.01
H -1.39 3.29 -0.95 0.20
H -0.97 2.89 0.59 0.21
Cl 2.15 -0.51 -3.77 -0.10
C 0.63 -0.05 -4.43 1.03
C 0.36 -0.36 -5.76 -0.55
C -0.81 0.09 -6.34 -0.65
C -1.67 0.90 -5.63 -0.69
C -1.38 1.21 -4.31 1.21
Cl -2.36 2.41 -3.52 -0.20
C -0.27 0.67 -3.64 -1.94
N -0.01 0.97 -2.29 0.47
H 1.07 -0.95 -6.31 0.47
H -1.03 -0.16 -7.37 0.54
H -2.56 1.33 -6.08 0.45

(4)
60
Properties=species:S:1:pos:R:3:nbo_charge:R:1 method="wB97M-V/def2-TZVPD" homo_lumo_gap_ha="0.277 / 0.224" total_charge=+2 total_energy_ev=-135720.58028 multiplicity=4 relative_energy_kj_mol=26.7 homo_energy_ev="-14.990 / -14.988"
Tc 0.11 0.22 -0.29 1.58
O 2.11 2.19 4.81 -0.64
C 2.67 1.03 4.56 0.78
O 3.34 0.43 5.35 -0.52
C 2.44 0.42 3.20 -0.22
C 3.02 -0.79 2.76 0.20
Cl 4.09 -1.80 3.56 0.22
N 2.54 -1.07 1.53 -0.17
N 1.68 -0.12 1.14 -0.30
C 1.61 0.78 2.14 0.05
C 0.75 1.99 1.86 0.77
O 0.60 2.88 2.66 -0.52
O 0.23 1.94 0.66 -0.67
C 3.01 -2.12 0.67 0.13
C 4.35 -2.14 0.31 -0.22
C 4.83 -3.17 -0.47 -0.18
C 3.97 -4.17 -0.91 -0.17
C 2.63 -4.14 -0.55 -0.18
C 2.14 -3.12 0.24 -0.23
H 1.59 2.58 4.09 0.51
H 5.02 -1.35 0.66 0.23
H 5.88 -3.19 -0.75 0.25
H 4.35 -4.98 -1.52 0.24
H 1.96 -4.93 -0.87 0.24
H 1.10 -3.11 0.54 0.22
N -1.04 -0.81 1.52 -0.60
N -1.26 -2.13 1.09 -0.51
C -1.00 -2.49 -0.24 0.87
O -1.34 -3.55 -0.67 -0.53
O -0.31 -1.56 -0.90 -0.67
H -0.44 -0.84 2.34 0.40
H -1.91 -0.35 1.78 0.42
H -1.97 -2.67 1.55 0.43
O -3.79 3.85 -3.59 -0.59
C -2.97 3.02 -2.99 0.44
C -1.57 3.02 -3.15 -0.30
C -0.83 2.14 -2.43 0.08
N -1.34 1.21 -1.57 -0.55
C -2.68 1.20 -1.46 0.18
Br -3.51 -0.13 -0.43 0.15
C -3.51 2.07 -2.12 -0.30
H -3.36 4.48 -4.19 0.52
H -1.09 3.70 -3.83 0.25
H 0.25 2.17 -2.52 0.22
H -4.59 2.03 -1.99 0.28
N 5.35 2.19 -2.12 -0.80
C 5.13 0.92 -2.52 0.64
O 5.99 0.09 -2.69 -0.55
C 3.68 0.53 -2.73 -0.14
C 3.32 -0.09 -3.93 -0.04
C 2.01 -0.52 -4.08 -0.23
C 1.12 -0.37 -3.04 0.08
N 1.48 0.22 -1.88 -0.47
C 2.75 0.65 -1.73 0.06
H 6.31 2.50 -2.06 0.43
H 4.63 2.89 -2.16 0.40
H 4.05 -0.23 -4.71 0.27
H 1.67 -0.99 -5.00 0.27
H 0.11 -0.74 -3.11 0.25
H 2.99 1.16 -0.80 0.23